*one*
A structure of composition CaH2O, computed with the ωB97M-V functional and the def2-TZVPD basis.

Last column: Löwdin charge in e.
CARTESIAN COORDINATES (ANGSTROEM)
O  -0.11  0.47  -0.32  -0.09
H  -0.98  0.82  0.01  0.10
H  0.56  1.04  0.11  0.09
Ca  0.53  -2.34  0.20  1.91

## Properties
charge: +2
Kohn-Sham gap: 9.98 eV
LUMO level: -0.4241 hartree

---

*two*
A structure of composition CaH2O, computed with the ωB97M-V functional and the def2-TZVPD basis.

Last column: Löwdin charge in e.
CARTESIAN COORDINATES (ANGSTROEM)
O  0.07  0.20  -0.06  -0.20
H  0.37  0.47  -0.95  0.14
H  0.10  1.02  0.48  0.14
Ca  -0.54  -1.69  0.53  1.91

## Properties
charge: +2
Kohn-Sham gap: 13.40 eV
LUMO level: -0.4036 hartree

---

Energy ordering: *two* at the bottom, the next structure 15.8 kcal/mol above.

---

*one*
A cluster of 3 separate species, C2H11N2O2 in total, computed with the ωB97M-V functional and the def2-TZVPD basis.

Last column: Löwdin charge in e.
CARTESIAN COORDINATES (ANGSTROEM)
C  -1.67  -0.37  2.16  0.00
N  -0.89  -0.03  0.92  0.01
C  -1.37  0.09  -0.28  -0.16
N  -0.70  0.74  -1.22  0.16
H  -1.07  -0.86  2.91  0.09
H  -2.07  0.57  2.53  0.09
H  -2.58  -0.96  1.84  0.11
H  0.12  0.11  1.01  0.14
H  -2.25  -0.48  -0.52  0.16
H  0.23  1.17  -0.91  0.09
H  -1.27  0.85  -2.05  0.13
H  3.27  -1.08  -1.67  0.08
H  1.85  -1.61  -2.02  0.07
O  2.41  -1.31  -1.30  -0.03
H  2.33  1.82  -0.56  0.09
H  1.98  0.23  -0.52  0.03
O  1.68  1.15  -0.32  -0.05

## Properties
charge: +1
Kohn-Sham gap: 11.40 eV
LUMO level: -0.1124 hartree

---

*two*
A cluster of 3 separate species, C2H11N2O2 in total, computed with the ωB97M-V functional and the def2-TZVPD basis.

Last column: Löwdin charge in e.
CARTESIAN COORDINATES (ANGSTROEM)
C  0.72  0.01  1.52  -0.01
N  0.07  -0.93  0.62  0.01
C  -0.50  -2.05  0.99  -0.14
N  -1.49  -2.60  0.33  0.19
H  -0.04  0.61  2.02  0.11
H  1.31  -0.56  2.23  0.10
H  1.42  0.58  0.91  0.10
H  -0.24  -0.51  -0.27  0.10
H  -0.14  -2.50  1.90  0.16
H  -1.78  -2.16  -0.53  0.14
H  -1.77  -3.56  0.48  0.14
H  1.46  4.11  -1.99  0.06
H  1.92  2.74  -1.57  0.05
O  1.12  3.24  -1.76  -0.05
H  -0.99  0.82  -2.22  0.07
H  -0.48  1.87  -1.31  0.04
O  -0.59  0.90  -1.34  -0.06

## Properties
charge: +1
Kohn-Sham gap: 11.66 eV
LUMO level: -0.1180 hartree

---

*three*
A cluster of 3 separate species, C2H11N2O2 in total, computed with the ωB97M-V functional and the def2-TZVPD basis.

Last column: Löwdin charge in e.
CARTESIAN COORDINATES (ANGSTROEM)
C  -0.08  -2.78  -0.79  0.00
N  0.62  0.83  -0.70  0.19
C  0.70  -0.48  -0.46  -0.13
N  -0.10  -1.32  -1.03  0.04
H  0.93  -3.12  -0.73  0.09
H  -0.58  -3.26  -1.63  0.10
H  -0.58  -2.99  0.14  0.10
H  0.02  1.09  -1.47  0.09
H  1.36  1.40  -0.33  0.14
H  1.46  -0.74  0.28  0.17
H  -0.61  -0.97  -1.82  0.17
H  0.62  1.57  5.10  0.04
H  1.43  2.25  4.00  0.03
O  0.72  1.61  4.14  -0.07
H  -1.32  2.70  -1.70  0.04
H  -2.65  2.22  -1.19  0.06
O  -1.95  1.98  -1.82  -0.06

## Properties
charge: +1
Kohn-Sham gap: 10.70 eV
LUMO level: -0.1269 hartree

---

*four*
A cluster of 3 separate species, C2H11N2O2 in total, computed with the ωB97M-V functional and the def2-TZVPD basis.

Last column: Löwdin charge in e.
CARTESIAN COORDINATES (ANGSTROEM)
C  -1.04  1.01  0.92  -0.15
C  -1.61  0.22  -0.03  -0.13
N  -1.01  -1.01  -0.50  0.18
N  -1.70  2.11  1.44  0.10
H  -0.06  1.02  1.25  0.08
H  -2.59  0.48  -0.49  0.14
H  0.03  -0.94  -0.51  0.17
H  -1.24  -1.73  0.21  0.18
H  -1.46  -1.16  -1.41  0.17
H  -2.68  2.14  1.22  0.10
H  -1.23  2.96  1.56  0.09
H  2.31  -0.83  1.70  0.11
H  2.73  0.57  0.97  0.04
O  2.00  0.09  1.36  -0.09
H  2.85  -2.32  -2.78  0.05
H  2.32  -0.90  -2.73  0.05
O  2.37  -1.72  -2.20  -0.08

## Properties
charge: +1
Kohn-Sham gap: 9.50 eV
LUMO level: -0.1211 hartree

---

Energy ordering: *two* at the bottom, the next structure 5.7 kcal/mol above.

---

*one*
An isolated molecule of C6H11NS, computed with the ωB97M-V functional and the def2-TZVPD basis.

Last column: Löwdin charge in e.
CARTESIAN COORDINATES (ANGSTROEM)
C  -2.46  -0.56  -0.59  -0.05
C  -1.40  0.12  0.24  -0.27
C  -0.10  -0.49  0.65  -0.34
C  0.73  -1.67  0.20  -0.39
S  2.30  -0.91  -0.45  0.83
C  2.13  0.86  0.04  -0.46
C  0.77  1.54  -0.27  -0.22
N  -0.17  0.46  -0.42  -0.10
H  -1.97  -1.24  -1.28  0.07
H  -3.13  -1.13  0.04  0.07
H  -3.04  0.16  -1.16  0.08
H  -1.80  0.87  0.98  0.15
H  0.25  -0.06  1.61  0.14
H  0.26  -2.21  -0.61  0.07
H  0.96  -2.35  1.02  0.06
H  2.36  0.95  1.11  0.06
H  2.95  1.35  -0.50  0.07
H  0.55  2.22  0.57  0.12
H  0.83  2.11  -1.17  0.10

## Properties
charge: 0
Kohn-Sham gap: 9.38 eV
LUMO level: 0.0396 hartree

---

*two*
An isolated molecule of C6H11NS, computed with the ωB97M-V functional and the def2-TZVPD basis.

Last column: Löwdin charge in e.
CARTESIAN COORDINATES (ANGSTROEM)
S  2.62  -0.81  -0.29  0.72
C  1.37  0.19  0.64  -0.57
C  0.97  1.58  -0.01  -0.18
C  -0.35  1.23  -0.67  -0.17
C  -1.14  0.27  0.24  -0.21
C  -1.68  -1.04  -0.36  -0.15
N  -0.33  -1.69  -0.16  -0.02
C  0.05  -0.58  0.82  -0.29
H  1.76  -1.36  -1.14  -0.16
H  1.83  0.39  1.61  0.08
H  1.74  1.84  -0.69  0.08
H  0.94  2.35  0.75  0.11
H  -0.97  2.07  -0.95  0.11
H  -0.18  0.66  -1.60  0.12
H  -1.71  0.85  0.86  0.10
H  -1.92  -1.10  -1.42  0.10
H  -2.52  -1.37  0.27  0.11
H  -0.40  -2.60  0.28  0.10
H  -0.09  -0.88  1.82  0.12

## Properties
charge: 0
Kohn-Sham gap: 9.70 eV
LUMO level: 0.0355 hartree

---

Energy ordering: *two* at the bottom, the next structure 12.9 kcal/mol above.

---

*one*
An isolated molecule of C6H11NS, computed with the ωB97M-V functional and the def2-TZVPD basis.

Last column: Löwdin charge in e.
CARTESIAN COORDINATES (ANGSTROEM)
C  -1.00  -1.01  -2.07  -0.07
C  -0.73  0.20  -1.20  -0.36
C  -1.16  0.25  0.28  -0.27
C  -0.53  -0.97  0.94  -0.39
S  1.19  -0.96  0.26  0.88
C  0.66  0.54  -0.64  -0.46
C  -0.08  1.37  0.44  -0.39
N  0.44  1.66  1.74  0.05
H  -0.57  -1.90  -1.61  0.05
H  -0.55  -0.91  -3.06  0.08
H  -2.08  -1.15  -2.22  0.08
H  -1.12  1.10  -1.72  0.14
H  -2.20  0.44  0.56  0.14
H  -1.05  -1.88  0.70  0.07
H  -0.53  -0.90  2.01  0.06
H  1.48  0.96  -1.25  0.11
H  -0.47  2.31  0.01  0.15
H  1.00  2.47  1.72  0.06
H  1.06  0.92  2.07  0.05

## Properties
charge: 0
Kohn-Sham gap: 9.37 eV
LUMO level: 0.0314 hartree

---

*two*
An isolated molecule of C6H11NS, computed with the ωB97M-V functional and the def2-TZVPD basis.

Last column: Löwdin charge in e.
CARTESIAN COORDINATES (ANGSTROEM)
C  2.35  -0.58  -0.34  -0.03
C  0.92  -0.42  0.17  -0.57
N  0.93  -0.27  1.57  0.08
C  -0.01  0.44  -0.68  -0.22
C  -1.16  1.19  -0.01  -0.21
C  -2.37  0.26  0.07  -0.43
S  -1.73  -1.48  0.20  0.88
C  -0.19  -1.07  -0.60  -0.47
H  2.35  -0.75  -1.43  0.08
H  2.84  -1.41  0.14  0.07
H  2.90  0.39  -0.20  0.10
H  1.17  0.70  1.80  0.10
H  -0.03  -0.43  1.87  0.05
H  0.35  0.85  -1.59  0.13
H  -0.94  1.45  1.01  0.09
H  -1.30  2.15  -0.54  0.12
H  -3.01  0.26  -0.84  0.07
H  -3.10  0.43  0.88  0.07
H  0.02  -1.69  -1.46  0.10

## Properties
charge: 0
Kohn-Sham gap: 9.35 eV
LUMO level: 0.0329 hartree

---

*three*
A structure of composition C6H11NS, computed with the ωB97M-V functional and the def2-TZVPD basis.

Last column: Löwdin charge in e.
CARTESIAN COORDINATES (ANGSTROEM)
C  -1.58  1.25  -0.15  -0.03
C  -0.73  0.00  -0.03  -0.53
C  -1.38  -1.28  -0.09  -0.12
C  0.72  0.16  -0.47  -0.35
C  1.62  1.08  0.39  -0.45
C  1.64  -1.15  -0.41  -0.35
H  -1.17  2.21  0.16  0.07
H  -2.03  1.47  -1.16  0.09
H  -2.45  1.20  0.54  0.09
H  -2.46  -1.30  -0.14  0.11
H  -0.91  -2.15  -0.47  0.10
H  -0.16  -1.14  1.53  0.09
H  0.75  0.64  -1.45  0.14
H  1.22  1.14  1.45  0.10
H  1.70  2.09  0.03  0.06
H  1.32  -1.91  0.27  0.05
H  1.86  -1.51  -1.38  0.05
N  -0.99  -0.72  1.15  0.06
S  3.03  -0.07  0.24  0.81

## Properties
charge: 0
Kohn-Sham gap: 9.66 eV
LUMO level: 0.0325 hartree

---

Energy ordering: *one* at the bottom, the next structure 6.2 kcal/mol above.